1.
A molecular structure, C17H19BN6O3Tc, computed with ωB97M-V/def2-TZVPD.

The geometry in XYZ format:
```
47
Properties=species:S:1:pos:R:3:mulliken_spin:R:1
H 0.771 3.638 -0.440 -0.007
N 0.719 1.861 -1.549 -0.014
B 0.037 0.259 -3.593 0.001
N 0.374 1.627 -2.930 0.015
C 0.636 2.753 -3.614 0.040
Tc 1.926 0.931 -0.256 1.885
H 0.573 2.715 -4.688 0.002
C 0.856 3.798 -2.708 0.005
H 0.930 4.832 -2.945 0.001
C 0.830 3.211 -1.423 0.015
H 0.334 0.349 -4.771 0.000
C -2.234 -3.040 2.540 0.000
H -1.778 -3.865 3.082 0.000
H -1.598 -2.757 1.707 0.000
H -3.208 -3.339 2.155 0.000
N -1.473 -0.287 -3.663 0.016
N 1.082 -0.653 -2.898 0.016
N -2.068 -0.948 -2.608 0.366
N 1.546 -0.576 -1.559 -0.052
C -2.402 -0.166 -4.674 0.306
C 1.852 -1.547 -3.530 0.006
H -2.118 0.185 -5.646 0.007
H 1.751 -1.629 -4.601 0.000
C -3.652 -0.565 -4.205 0.349
C 2.598 -2.251 -2.605 -0.001
C -3.381 -0.969 -2.846 -0.053
C 2.336 -1.662 -1.366 0.006
H -4.612 -0.565 -4.703 0.004
H 3.237 -3.100 -2.798 0.001
H -4.141 -1.200 -2.094 0.003
H 2.532 -1.930 -0.334 -0.001
H -2.306 -2.198 3.156 0.000
O 0.769 2.756 3.826 0.000
C 0.683 1.544 4.414 0.003
C 0.455 1.498 5.799 0.000
C 0.353 0.267 6.439 0.001
C 0.477 -0.929 5.720 -0.001
C 0.680 -0.887 4.344 0.002
C 0.778 0.330 3.679 -0.007
C 0.915 0.291 2.217 0.018
O 0.565 -0.704 1.541 0.059
O 1.467 1.351 1.630 0.008
H 1.130 2.607 2.922 0.001
H 0.386 2.432 6.360 0.000
H 0.244 0.233 7.523 0.000
H 0.409 -1.892 6.227 0.000
H 0.741 -1.808 3.767 0.000
```

## Properties
Charge: +2
HOMO-LUMO gap (spin up / spin down) (eV): 4.237 / 2.833
Multiplicity: 4
HOMO energy (spin up / spin down) (eV): -13.137 / -13.138
Expectation value of S²: 3.809



2.
5 unconnected molecules or ions with the total composition C36H58BrClFN4O14S4, computed with ωB97M-V/def2-TZVPD.

The geometry in XYZ format:
```
119
Properties=species:S:1:pos:R:3:mulliken_charge:R:1
C 0.853 6.016 -2.212 -1.233
C 0.426 4.657 -2.933 0.400
C -0.440 4.793 -4.130 -0.715
C -0.923 3.619 -4.930 -0.602
C -0.459 2.272 -4.494 -0.980
C 0.409 2.172 -3.280 -0.055
C 0.888 3.276 -2.418 1.144
C 1.737 3.382 -1.131 -2.000
C 2.239 2.094 -0.288 3.454
C 1.907 2.620 1.223 -2.713
C 2.511 1.949 2.487 -0.847
N 1.708 2.375 3.694 -0.064
C 1.267 0.844 -0.466 -2.216
O 0.842 0.200 0.753 -0.522
C -0.594 0.268 0.907 0.035
C -1.378 -0.784 -0.015 1.014
C -0.893 -2.262 0.336 -1.169
O -2.758 -0.677 0.381 -0.588
O 1.786 -0.243 -1.265 -0.350
C 2.963 -0.730 -0.641 0.083
Cl 3.636 -1.977 -1.836 -0.147
C 4.103 0.315 -0.331 -0.501
Br 5.081 -0.032 1.382 0.025
N 3.714 1.815 -0.530 1.409
N 4.626 2.450 0.307 -1.427
C 4.764 3.695 0.242 0.675
O 4.740 4.857 0.180 -0.349
C 4.140 1.951 -1.989 0.310
O 5.267 2.283 -2.303 -0.393
N 3.341 1.463 -3.123 0.045
C 3.578 2.435 -4.196 0.561
O 3.896 2.114 -5.305 -0.498
F 3.491 3.813 -3.963 -0.205
H 0.301 6.180 -1.244 0.276
H 0.700 6.856 -2.959 0.425
H 1.984 5.936 -2.076 0.236
H -0.758 5.826 -4.466 0.282
H -1.604 3.771 -5.811 0.356
H -0.766 1.340 -5.056 0.464
H 0.747 1.140 -2.988 0.373
H 2.614 4.081 -1.384 0.350
H 1.099 4.065 -0.469 0.687
H 2.228 3.720 1.265 0.706
H 0.769 2.670 1.265 0.861
H 3.563 2.339 2.680 0.307
H 2.555 0.825 2.541 0.123
H 2.197 3.112 4.214 0.216
H 0.815 2.790 3.413 0.203
H 0.263 1.183 -0.888 0.964
H -0.812 -0.067 1.974 -0.410
H -0.998 1.321 0.828 0.409
H -1.262 -0.550 -1.125 -0.044
H -1.066 -2.978 -0.519 0.244
H -1.430 -2.639 1.270 0.351
H 0.215 -2.309 0.593 0.218
H -3.143 -1.573 0.395 0.342
H 2.791 -1.352 0.294 0.403
H 4.946 0.056 -1.057 0.739
H 3.730 0.591 -3.509 0.381
C -4.727 -6.193 -2.524 -0.821
C -4.861 -5.089 -3.577 -0.133
C -5.010 -3.761 -2.834 -0.739
S -4.167 -3.966 -1.268 1.253
O -5.142 -3.896 -0.206 -0.745
O -2.964 -3.158 -1.262 -0.566
C -3.714 -5.676 -1.510 -0.803
H -4.405 -7.138 -2.966 0.363
H -5.693 -6.359 -2.038 0.359
H -3.962 -5.064 -4.194 -0.209
H -5.708 -5.265 -4.241 0.492
H -4.554 -2.939 -3.384 0.370
H -6.056 -3.534 -2.626 0.389
H -3.747 -6.207 -0.560 0.470
H -2.702 -5.698 -1.919 0.347
C -3.981 -5.894 -8.154 -0.607
C -4.121 -4.786 -9.201 -0.643
C -4.274 -3.461 -8.450 -0.646
S -3.426 -3.670 -6.887 1.142
O -4.401 -3.609 -5.822 -0.607
O -2.231 -2.862 -6.880 -0.719
C -2.968 -5.378 -7.139 -0.633
H -3.657 -6.835 -8.600 0.365
H -4.946 -6.065 -7.666 0.296
H -3.221 -4.757 -9.822 0.301
H -4.970 -4.963 -9.865 0.336
H -3.822 -2.634 -8.997 0.331
H -5.320 -3.239 -8.239 0.366
H -2.998 -5.915 -6.192 0.369
H -1.957 -5.395 -7.549 0.365
C -0.796 -0.146 7.136 -0.315
C -2.316 -0.002 7.247 -0.680
C -2.782 0.857 6.068 -0.777
S -1.593 0.592 4.755 1.247
O -0.893 1.831 4.509 -0.662
O -2.217 -0.163 3.693 -0.727
C -0.518 -0.492 5.679 -0.665
H -0.412 -0.913 7.811 0.401
H -0.316 0.801 7.394 0.134
H -2.781 -0.990 7.188 0.305
H -2.612 0.443 8.198 0.359
H -3.772 0.564 5.722 0.370
H -2.775 1.919 6.319 0.358
H 0.519 -0.323 5.387 0.240
H -0.810 -1.520 5.456 0.409
C 5.255 1.871 7.163 -0.739
C 4.889 1.951 8.647 -0.678
C 3.692 2.898 8.774 -0.661
S 2.805 2.795 7.222 1.110
O 2.888 4.076 6.558 -0.684
O 1.548 2.120 7.434 -0.614
C 3.938 1.669 6.422 -0.012
H 5.956 1.060 6.961 0.382
H 5.722 2.809 6.847 0.326
H 4.612 0.956 9.008 0.303
H 5.729 2.297 9.252 0.335
H 3.029 2.602 9.588 0.338
H 4.011 3.931 8.913 0.352
H 4.003 1.900 5.360 -0.212
H 3.557 0.656 6.565 0.370
```

## Properties
Charge: +1
HOMO-LUMO gap (eV): 6.658
Multiplicity: 1
HOMO energy (eV): -10.911



3.
2 unconnected molecules or ions with the total composition C2HN2O2, computed with ωB97M-V/def2-TZVPD.

The geometry in XYZ format:
```
7
Properties=species:S:1:pos:R:3:mulliken_charge:R:1
C -0.107 0.413 -1.284 0.802
C -0.341 -0.136 -0.090 -0.734
N 0.338 0.924 -2.239 -0.536
N 0.437 -0.711 0.760 0.756
O 0.321 -0.743 1.994 -0.659
O 1.397 -1.324 0.113 -0.625
H -2.045 1.578 0.747 -0.004
```

## Properties
Charge: -1
HOMO-LUMO gap (spin up / spin down) (eV): 7.361 / 7.456
Multiplicity: 1
HOMO energy (spin up / spin down) (eV): -4.339 / -4.141
Energy above the lowest of the compared OMol25 structures with the same formula, charge and spin (eV): 7.748